Below is a cluster of 5 separate species, C16H45N3O5 in total at a distorted geometry, with properties calculated with ωB97M-V with the def2-TZVPD basis set.

ORCA input file:
```
! RIJCOSX wB97M-V def2-TZVPD def2/J DEFGRID3
* xyz 0 1
C 3.0564 -1.3603 -0.7210
C 4.5339 -1.5944 -1.0013
O 5.0954 -0.3355 -1.4771
H 2.8307 -1.8410 0.2436
H 2.4127 -1.9472 -1.3769
H 2.7978 -0.3143 -0.6025
H 4.7185 -2.3401 -1.7752
H 5.0741 -1.8498 -0.0875
H 6.0525 -0.3869 -1.4079
C -0.2295 1.0330 2.8326
C -0.0260 0.0760 1.6650
O 0.0863 0.8771 0.4735
H -0.4461 0.5320 3.7727
H -1.0761 1.6579 2.5349
H 0.6183 1.7175 2.8404
H -0.8667 -0.6143 1.5640
H 0.9206 -0.4654 1.6571
H -0.7610 0.8745 -0.0020
C -4.1245 2.3252 -0.6108
C -3.9824 0.9219 -0.0501
C -5.0480 0.0170 -0.6331
O -4.9565 -1.2603 -0.0454
C -5.9833 -2.1185 -0.4384
N -2.6341 0.4180 -0.4085
H -5.1141 2.7599 -0.4469
H -3.9592 2.3356 -1.6909
H -3.3822 2.9760 -0.1497
H -4.0326 0.9333 1.0395
H -4.8760 -0.0338 -1.7234
H -6.0667 0.4268 -0.5350
H -6.9007 -1.9755 0.1436
H -5.6474 -3.1503 -0.3145
H -6.2234 -2.0088 -1.5061
H -2.6074 0.1764 -1.4026
H -2.5838 -0.4882 0.0591
C 5.0187 -0.1514 3.6506
C 3.8269 0.2638 4.5352
C 3.6559 1.7690 4.4408
O 2.7198 2.2055 5.3964
C 2.3091 3.5218 5.1904
N 2.6328 -0.4493 4.0605
H 4.9339 -1.2005 3.3753
H 5.9445 -0.0534 4.2227
H 5.0887 0.4855 2.7668
H 4.0456 -0.0600 5.5529
H 3.2928 1.9822 3.4209
H 4.6241 2.2879 4.5293
H 1.9513 3.6942 4.1687
H 3.1200 4.2447 5.3750
H 1.5225 3.7481 5.9098
H 1.8037 -0.0411 4.4747
H 2.5935 -0.3264 3.0550
C -2.0408 -2.4630 -3.4526
C -1.3793 -1.1048 -3.2536
C -0.1892 -0.9095 -4.1620
O -0.6396 -0.8786 -5.4924
C 0.3919 -0.5553 -6.4093
N -2.4075 -0.0490 -3.4125
H -2.4827 -2.5434 -4.4451
H -2.8314 -2.6002 -2.7095
H -1.3362 -3.2741 -3.2623
H -0.9952 -1.0891 -2.2265
H 0.5177 -1.7400 -4.0050
H 0.3365 0.0222 -3.9057
H -0.0803 -0.4976 -7.3915
H 1.1131 -1.3769 -6.4451
H 0.8490 0.4114 -6.1921
H -2.6652 -0.0924 -4.4002
H -1.9140 0.8465 -3.3787
*
```

Summary:
HOMO energy = -0.3341 hartree
frontier orbital gap = 9.9 eV
ΔE to the lowest compared entry with this formula, charge and spin = 0.0 kcal/mol
DFT total energy = -1176.9910 Eh